Molecular formula: C43H58AsGaIN2PSi3
Method: DFT, wB97M-V/def2-TZVPD

Output
calculated total energy	-7450.6191	hartree
ΔE to the lowest compared entry with this formula, charge and spin	5.56	kcal/mol
Kohn-Sham gap	7.91	eV
LUMO energy	-4.9257	eV

Geometry as ORCA input:
```
! RIJCOSX wB97M-V def2-TZVPD def2/J DEFGRID3
* xyz 2 1
Ga -0.564 0.075 0.299
I -2.354 -2.049 -0.083
C -3.755 -0.499 -0.381
C -5.046 -0.896 -0.547
C -6.038 0.084 -0.782
C -5.687 1.397 -0.868
C -4.338 1.810 -0.707
C -3.983 3.176 -0.840
C -2.693 3.587 -0.688
C -1.694 2.642 -0.358
C -1.987 1.307 -0.221
C -3.322 0.855 -0.425
H -5.321 -1.944 -0.511
H -7.070 -0.224 -0.901
H -6.440 2.154 -1.063
H -4.766 3.892 -1.075
H -2.432 4.631 -0.808
H -0.679 2.995 -0.208
N 1.428 0.417 0.072
C 2.560 0.480 -0.193
N 3.822 0.608 -0.460
C 4.849 0.718 0.613
C 5.546 -0.631 0.781
C 5.618 -1.379 -0.564
C 5.672 -0.399 -1.739
C 4.364 0.395 -1.842
H 4.381 1.071 1.525
H 5.547 1.487 0.286
H 5.011 -1.236 1.517
H 6.547 -0.454 1.179
H 4.742 -2.017 -0.679
H 6.489 -2.031 -0.578
H 5.820 -0.925 -2.682
H 6.520 0.278 -1.614
H 3.617 -0.153 -2.411
H 4.514 1.364 -2.313
C -2.822 -2.545 3.476
Si -2.476 -0.754 3.836
C -3.780 0.388 3.198
C -2.177 -0.483 5.640
As -0.396 -0.181 2.781
Si 1.205 -1.881 3.256
C 1.192 -2.963 1.750
C 2.815 -0.998 3.473
C 0.686 -2.784 4.779
Si 0.238 1.972 3.611
C -1.180 3.104 3.197
C 1.780 2.530 2.744
C 0.524 1.793 5.435
H -3.101 -3.049 4.409
H -1.961 -3.070 3.056
H -3.653 -2.649 2.776
H -4.763 -0.072 3.352
H -3.674 0.602 2.132
H -3.762 1.336 3.743
H -3.078 -0.781 6.191
H -1.982 0.570 5.861
H -1.340 -1.079 6.016
H 1.390 -2.375 0.851
H 0.220 -3.453 1.636
H 1.954 -3.749 1.818
H 2.994 -0.341 2.620
H 3.650 -1.704 3.558
H 2.799 -0.384 4.379
H -0.334 -3.170 4.696
H 0.737 -2.131 5.656
H 1.354 -3.635 4.956
H -0.857 3.871 2.486
H -1.536 3.613 4.099
H -2.026 2.576 2.750
H 1.717 2.373 1.666
H 2.673 2.022 3.125
H 1.901 3.605 2.922
H -0.376 2.053 5.999
H 1.321 2.478 5.747
H 0.820 0.780 5.720
C 2.891 -3.280 -4.059
C 2.626 -3.179 -2.702
C 1.701 -2.244 -2.247
C 1.033 -1.411 -3.143
C 1.304 -1.523 -4.508
C 2.228 -2.452 -4.961
P -0.198 -0.233 -2.492
C 0.172 1.351 -3.342
C 0.929 2.322 -2.678
C 1.285 3.509 -3.307
C 0.882 3.747 -4.613
C 0.125 2.796 -5.282
C -0.229 1.609 -4.655
C -1.753 -0.795 -3.262
C -1.934 -2.141 -3.580
C -3.149 -2.589 -4.081
C -4.200 -1.699 -4.260
C -4.036 -0.359 -3.934
C -2.821 0.091 -3.433
H 3.606 -4.011 -4.418
H 3.134 -3.830 -2.001
H 1.473 -2.180 -1.189
H 0.792 -0.886 -5.220
H 2.426 -2.540 -6.023
H 1.225 2.162 -1.654
H 1.870 4.251 -2.774
H 1.153 4.673 -5.106
H -0.195 2.977 -6.302
H -0.823 0.887 -5.197
H -1.121 -2.844 -3.447
H -3.271 -3.634 -4.340
H -5.145 -2.049 -4.662
H -4.853 0.341 -4.072
H -2.702 1.140 -3.182
*
```

---

Molecular formula: CH3ClOS
Method: DFT, wB97M-V/def2-TZVPD

Output
calculated total energy	-973.2188	hartree
ΔE to the lowest compared entry with this formula, charge and spin	170.62	kcal/mol
Kohn-Sham gap	6.85	eV
LUMO energy	-0.2150	eV

Geometry as ORCA input:
```
! RIJCOSX wB97M-V def2-TZVPD def2/J DEFGRID3
* xyz 0 1
C -0.449 -0.624 -0.535
H 0.108 1.618 0.260
H 0.743 -0.703 0.940
H -0.407 -1.718 -0.523
O 0.292 -0.034 0.404
S -1.340 0.186 -1.607
Cl 1.053 1.276 1.061
*
```

---

Molecular formula: C8H12NP
Method: DFT, wB97M-V/def2-TZVPD

Output
calculated total energy	-708.0824	hartree
ΔE to the lowest compared entry with this formula, charge and spin	4.11	kcal/mol
Kohn-Sham gap	8.98	eV
LUMO energy	0.9323	eV

Geometry as ORCA input:
```
! RIJCOSX wB97M-V def2-TZVPD def2/J DEFGRID3
* xyz 0 1
C -2.915 1.038 0.304
C -2.401 1.053 -0.981
C -2.174 0.482 1.332
C -1.148 0.528 -1.234
C -0.937 -0.077 1.074
C -0.403 -0.059 -0.213
C 1.034 -2.138 -0.208
C 0.902 -0.673 -0.521
N 2.186 0.092 0.650
P 2.811 1.435 -0.185
H -3.890 1.456 0.505
H -2.978 1.482 -1.787
H -2.564 0.485 2.341
H -0.746 0.553 -2.237
H -0.378 -0.530 1.881
H 0.743 -2.342 0.818
H 0.385 -2.705 -0.877
H 2.059 -2.471 -0.355
H 1.301 -0.397 -1.491
H 1.600 0.412 1.417
H 3.827 1.693 0.749
H 3.687 0.681 -0.980
*
```

---

Molecular formula: C32H73NO24P4S4
Method: DFT, wB97M-V/def2-TZVPD

Output
calculated total energy	-6082.0695	hartree
Kohn-Sham gap	8.09	eV
SMILES	COP(=O)(OC)OC.COP(=O)(OC)OC.COP(=O)(OC)OC.COP(=O)(OC)OC.O=S1(=O)CCCC1.O=S1(=O)CCCC1.O=S1(=O)CCCC1.O=S1(=O)CCCC1.c1cc[nH]c1
LUMO energy	0.1625	eV

Geometry as ORCA input:
```
! RIJCOSX wB97M-V def2-TZVPD def2/J DEFGRID3
* xyz 0 1
C -4.390 -3.161 3.423
O -5.001 -3.502 2.166
P -4.099 -3.602 0.889
O -2.758 -4.112 1.141
O -5.014 -4.450 -0.068
C -5.824 -3.934 -1.099
O -4.118 -2.131 0.314
C -3.204 -1.820 -0.750
H -3.466 -2.606 3.296
H -4.261 -4.046 4.036
H -5.101 -2.505 3.931
H -6.876 -3.999 -0.833
H -5.622 -4.501 -2.011
H -5.582 -2.902 -1.353
H -2.277 -2.385 -0.748
H -3.069 -0.742 -0.773
H -3.765 -2.011 -1.672
C 0.861 -1.999 -5.127
O 0.992 -3.354 -4.561
P 0.017 -3.867 -3.453
O -0.206 -2.915 -2.375
O -1.284 -4.314 -4.214
C -2.259 -3.339 -4.581
O 0.658 -5.215 -3.033
C -0.142 -6.231 -2.375
H 1.746 -1.413 -4.885
H 0.005 -1.469 -4.701
H 0.743 -2.139 -6.198
H -2.066 -2.350 -4.158
H -3.226 -3.627 -4.157
H -2.344 -3.336 -5.664
H -1.179 -5.909 -2.238
H 0.240 -6.381 -1.370
H -0.132 -7.156 -2.940
C -4.905 6.843 2.700
O -4.522 5.460 2.652
P -3.995 4.772 1.368
O -2.753 5.311 0.838
O -3.975 3.279 1.822
C -3.119 2.299 1.310
O -5.229 4.859 0.388
C -5.095 4.455 -0.974
H -5.989 6.919 2.686
H -4.519 7.383 1.826
H -4.455 7.319 3.565
H -3.557 1.751 0.476
H -2.858 1.591 2.092
H -2.195 2.743 0.940
H -4.059 4.210 -1.216
H -5.402 5.295 -1.595
H -5.739 3.600 -1.169
C 5.131 1.225 2.268
O 4.098 1.238 3.220
P 3.971 2.461 4.211
O 3.867 3.732 3.487
O 2.737 2.161 5.136
C 1.385 2.283 4.730
O 5.242 2.362 5.129
C 5.297 1.459 6.277
H 5.493 2.223 2.014
H 4.706 0.810 1.355
H 5.959 0.614 2.619
H 1.378 2.908 3.829
H 0.870 2.891 5.465
H 0.854 1.379 4.452
H 6.188 0.835 6.197
H 4.433 0.805 6.372
H 5.394 2.059 7.183
O 0.891 5.390 -1.632
S 1.636 5.432 -0.396
O 2.943 6.056 -0.397
C 0.561 6.070 0.900
C 0.309 4.910 1.860
C 0.481 3.609 1.082
C 1.756 3.767 0.263
H -0.320 6.401 0.356
H 1.124 6.874 1.366
H 0.986 4.976 2.718
H -0.678 4.972 2.320
H -0.330 3.486 0.360
H 0.647 2.726 1.693
H 2.172 3.109 -0.497
H 2.603 3.893 0.958
O 0.180 -5.178 3.653
S -0.087 -3.762 3.639
O -1.301 -3.253 4.229
C 1.343 -2.892 4.323
C 2.096 -2.306 3.117
C 1.592 -2.949 1.823
C 0.104 -3.103 1.970
H 1.834 -3.622 4.959
H 0.936 -2.066 4.898
H 1.890 -1.230 3.107
H 3.178 -2.348 3.258
H 2.160 -3.872 1.694
H 1.821 -2.287 0.991
H -0.431 -3.740 1.271
H -0.440 -2.162 1.929
O -1.964 1.690 -1.565
S -1.448 1.084 -2.768
O -1.937 -0.218 -3.180
C -1.675 2.196 -4.167
C -0.319 2.884 -4.338
C 0.775 1.846 -4.049
C 0.358 1.012 -2.852
H -2.547 2.806 -3.953
H -1.871 1.580 -5.049
H -0.192 3.284 -5.341
H -0.308 3.677 -3.595
H 1.695 2.396 -3.868
H 0.891 1.157 -4.886
H 0.745 1.322 -1.885
H 0.492 -0.049 -3.029
O 4.888 -0.986 -1.183
S 4.084 -1.382 -2.308
O 2.963 -0.579 -2.757
C 5.030 -1.907 -3.726
C 4.360 -3.202 -4.219
C 4.121 -3.963 -2.910
C 3.404 -3.031 -1.963
H 5.985 -2.262 -3.320
H 5.260 -1.063 -4.371
H 3.425 -2.964 -4.720
H 5.049 -3.728 -4.872
H 5.099 -4.274 -2.531
H 3.563 -4.885 -3.089
H 3.563 -3.234 -0.905
H 2.317 -2.956 -2.061
C -0.235 -0.008 1.804
C 1.109 -0.036 1.355
C 1.126 -0.732 0.182
N -0.153 -1.128 -0.082
C -0.976 -0.718 0.914
H -0.520 0.674 2.590
H 2.015 0.336 1.813
H 1.937 -0.932 -0.497
H -0.373 -1.762 -0.845
H -2.026 -0.959 0.902
*
```

---

Molecular formula: C16H37HgNSi4
Method: DFT, wB97M-V/def2-TZVPD

Output
calculated total energy	-1997.9404	hartree
ΔE to the lowest compared entry with this formula, charge and spin	0.00	kcal/mol
Kohn-Sham gap	4.50	eV
LUMO energy	4.9662	eV

Geometry as ORCA input:
```
! RIJCOSX wB97M-V def2-TZVPD def2/J DEFGRID3
* xyz -2 1
C -1.124 -4.624 -0.262
C -2.293 -4.057 0.305
C -1.921 -3.371 1.512
C -0.506 -3.561 1.713
C -0.008 -4.320 0.598
Hg -2.793 -0.966 0.423
N -0.841 -0.674 -1.127
C -3.573 -1.089 -2.864
C -4.527 -1.353 -1.890
H -2.580 -2.810 2.197
H -3.312 -4.122 -0.088
H 0.100 -3.158 2.549
H 1.043 -4.597 0.430
H -1.077 -5.216 -1.188
H -4.850 -2.398 -1.709
H -2.974 -1.889 -3.353
H -0.217 -1.461 -1.425
H -5.327 -0.656 -1.552
H -3.485 -0.108 -3.359
C -1.699 2.299 1.937
Si -0.123 1.292 2.015
C 1.325 2.328 2.559
C -0.368 -0.188 3.150
Si 0.225 0.346 -0.217
Si 0.162 2.385 -1.565
C 1.149 3.796 -0.857
C 0.870 1.799 -3.228
C -1.624 2.818 -1.712
Si 2.606 -0.282 0.024
C 3.738 1.232 -0.078
C 2.837 -1.135 1.680
C 2.961 -1.495 -1.366
H -1.963 2.576 2.968
H -2.523 1.704 1.514
H -1.548 3.214 1.349
H 1.077 2.695 3.566
H 2.260 1.757 2.593
H 1.476 3.193 1.907
H -1.094 -0.907 2.743
H 0.574 -0.719 3.335
H -0.758 0.197 4.105
H 2.209 3.558 -0.732
H 1.064 4.628 -1.567
H 0.736 4.126 0.101
H 0.428 0.823 -3.502
H 0.621 2.551 -4.001
H 1.970 1.704 -3.174
H -2.216 2.034 -2.187
H -2.094 3.058 -0.761
H -1.700 3.716 -2.330
H 3.592 1.884 0.801
H 4.773 0.843 -0.077
H 3.560 1.803 -1.005
H 2.214 -2.034 1.756
H 3.884 -1.448 1.792
H 2.607 -0.503 2.542
H 2.319 -2.378 -1.250
H 2.727 -1.022 -2.326
H 4.011 -1.823 -1.409
*
```

---

Molecular formula: C5H12NS
Method: DFT, wB97M-V/def2-TZVPD

Output
calculated total energy	-650.6562	hartree
ΔE to the lowest compared entry with this formula, charge and spin	12.29	kcal/mol
Kohn-Sham gap	5.72	eV
SMILES	CCN[C@@H](C)C[S-]
LUMO energy	3.4982	eV

Geometry as ORCA input:
```
! RIJCOSX wB97M-V def2-TZVPD def2/J DEFGRID3
* xyz -1 1
C -2.786 -2.214 0.673
C -1.844 -1.525 -0.354
N -0.883 -0.706 0.364
C 0.070 0.147 -0.406
C -0.638 1.345 -1.026
C 1.167 0.536 0.579
S 2.686 1.298 -0.092
H -2.883 -3.283 0.493
H -2.366 -2.167 1.682
H -3.725 -1.664 0.708
H -2.485 -0.914 -1.002
H -1.306 -2.327 -0.846
H -1.308 -0.210 1.137
H 0.457 -0.477 -1.204
H -1.045 1.961 -0.219
H -1.338 1.254 -1.853
H 0.202 1.929 -1.443
H 0.702 1.248 1.281
H 1.388 -0.308 1.234
*
```

---

Among the records above, which one has the lowest calculated total energy? C43H58AsGaIN2PSi3

---

The highest LUMO energy belongs to which entry? C16H37HgNSi4